Record 1
ORCA calculation (the ωB97M-V functional and the def2-TZVPD basis) on the ion C8H11N4O with charge +1 at a distorted geometry.

```
24
Properties=species:S:1:pos:R:3:forces:R:3:lowdin_charge:R:1
H 1.496031 1.070049 -3.250842 0.09 -0.11 -0.11 0.1243
N 0.964294 -0.942346 -3.333405 0.26 0.43 0.00 0.1036
H -0.743177 -2.604370 -0.946197 -0.05 -0.07 -0.09 0.1284
H -2.403628 0.846150 1.309289 0.04 -0.16 -0.05 0.1534
N -0.884884 -0.278094 0.444160 1.58 1.80 -0.43 0.0977
H 1.014303 -1.850117 2.441442 0.35 0.31 0.12 0.1425
C -0.095398 1.926664 1.932159 0.18 0.97 0.54 -0.1406
C -0.260198 -1.764432 -1.424670 -0.43 0.02 0.81 0.0020
C 1.010747 0.246601 -2.743221 -0.11 -0.35 -0.40 -0.0976
H 1.452192 -1.549988 0.777595 -0.37 -0.56 -0.05 0.1343
H 0.329629 -2.874728 -3.103602 0.05 0.11 -0.13 0.1228
C 0.352682 -1.888184 -2.647536 0.05 -1.53 -0.80 -0.1269
H 0.954338 2.128379 1.682161 -0.10 -0.16 -0.18 0.1434
N 0.886364 -1.334344 1.585843 0.19 -0.02 -0.43 0.2311
C -0.234457 -0.521125 -0.836038 -0.37 -1.25 -0.64 -0.2250
C -1.660367 0.973886 0.517000 -1.26 0.02 0.24 -0.1207
C 0.424967 0.461938 -1.521989 0.12 2.01 1.11 -0.0078
H 0.490188 1.453011 -1.084991 -0.02 0.02 -0.11 0.1229
H -0.358945 2.645849 2.711020 -0.30 -0.27 0.07 0.1444
O -0.882194 2.106603 0.796596 0.31 -0.51 -0.12 -0.0567
N -0.196259 0.534397 2.482525 0.49 -0.03 -0.56 0.1405
H 0.564348 0.436454 3.146316 -0.29 -0.11 0.32 0.1570
H -2.182155 1.148733 -0.418223 0.20 -0.10 -0.10 0.1604
C -0.038422 -0.370984 1.484607 -0.58 -0.46 0.99 -0.3337
```
Positions in Å, forces in eV/Å.

Energy relative to the best compared isomer or geometry (same formula, charge and spin) ... 0.0 kcal/mol
Charge ... +1
Electronic energy ... -16474.9572 eV
Lowest unoccupied orbital energy ... -4.0 eV

---

Record 2
ORCA calculation (the ωB97M-V functional and the def2-TZVPD basis) on an isolated molecule of C3H2F4O at a distorted geometry.

```
10
Properties=species:S:1:pos:R:3:forces:R:3:lowdin_charge:R:1
F -1.509326 1.863001 0.945081 -0.63 -0.48 0.22 0.1727
O -0.229887 -0.942204 0.124388 1.87 0.42 -0.31 0.0600
H 1.338060 0.245344 0.287010 -0.39 0.72 -0.74 0.1854
C -0.328805 1.631779 0.398976 -0.80 -0.82 -2.23 -0.4508
F -1.242514 0.985593 -1.895325 1.04 0.08 1.55 0.1004
F 0.579521 2.397977 0.899028 1.62 2.19 1.18 0.1848
F 0.691436 1.982935 -1.839145 1.06 0.58 -0.52 0.1698
H -1.155298 -0.928845 0.138383 -2.27 0.05 -0.08 0.0730
C 0.290190 0.349130 -0.047476 0.31 -2.88 1.31 -0.1368
C -0.143813 1.307361 -1.095929 -1.82 0.13 -0.39 -0.3585
```
Positions in Å, forces in eV/Å.

Energy relative to the best compared isomer or geometry (same formula, charge and spin) ... 36.9 kcal/mol
Electronic energy ... -16058.4556 eV
Lowest unoccupied orbital energy ... 0.5 eV

---

Record 3
ORCA calculation (the ωB97M-V functional and the def2-TZVPD basis) on a structure of composition C18H16N8O2S5Y at a distorted geometry.

```
50
Properties=species:S:1:pos:R:3:forces:R:3:lowdin_charge:R:1
C 1.991332 -3.586757 2.062509 -0.04 0.18 -0.18 -0.0044
H -0.575810 3.430137 -5.083477 0.11 0.03 -0.05 0.1200
H 0.710065 3.875210 -0.639291 0.02 -0.01 0.00 0.0131
C 3.030882 1.960250 3.475413 -0.07 -0.04 0.03 -1.4788
C 3.234254 -1.561541 2.521613 -0.18 -0.03 -0.20 0.0026
N -2.120470 -0.485309 -0.786350 -0.85 -0.18 -0.07 0.0395
C -4.662347 -1.231532 -1.222540 0.63 0.08 0.36 -0.4178
S 1.275783 1.899305 3.444928 0.39 0.01 -0.48 0.9291
C 2.353347 -2.288424 1.735045 0.63 -0.54 0.70 -0.1863
H 2.408750 4.442747 -0.588567 0.00 0.02 -0.03 0.0529
Y 0.043714 0.208922 -0.749951 -0.48 2.42 -0.37 1.1582
N 1.740790 -1.640458 0.621244 -0.42 0.04 0.02 -0.1849
H -6.307882 -2.359692 -0.922072 0.01 0.01 -0.07 0.1254
H 3.520410 -0.561203 2.239377 -0.03 0.11 -0.04 0.0712
C -2.464024 2.792839 -4.280141 0.22 -0.11 0.15 -0.0066
N -2.118962 -1.932923 1.031188 0.18 0.16 0.14 0.2061
H 2.261224 -5.172488 3.468546 -0.02 -0.07 0.00 0.1118
C 2.242801 2.021046 0.990405 -0.15 -0.35 0.00 -1.0006
S 3.753864 2.047583 1.882911 -0.34 0.12 0.19 0.9054
H 3.792325 -3.884597 4.903648 0.07 -0.06 0.09 0.1130
H -3.059053 3.457497 -4.884837 -0.06 0.08 -0.09 0.1237
C -2.775123 -1.374363 0.017107 -0.16 -0.15 -0.12 -0.4145
H -4.145388 1.854644 -3.306985 -0.04 -0.06 0.00 0.1212
C 1.086322 1.944548 1.700011 0.47 0.24 -0.03 -1.1380
S -0.510098 1.987697 1.034705 -0.67 0.54 0.62 0.5436
C 3.396504 -3.438270 4.005461 -0.08 0.02 0.02 -0.0552
O 0.647569 -0.942089 0.905716 0.51 -1.00 0.61 -0.2513
H 4.408762 -1.570244 4.296139 0.13 0.07 0.08 0.1101
N -4.028038 -1.752108 -0.177993 -0.29 -0.30 0.17 0.1879
C -3.073132 1.915107 -3.399436 0.16 -0.19 0.13 0.0276
H 1.694445 3.926776 -2.133189 0.02 0.05 -0.10 0.0320
N 2.210129 -1.706210 -0.536286 1.13 -0.75 -0.25 0.0603
C -1.080589 2.787300 -4.381274 -0.07 -0.07 0.11 -0.0122
H 0.726161 1.886457 -3.616246 -0.04 0.13 0.03 0.1203
H -6.341381 -1.327292 -2.336746 -0.06 0.02 0.09 0.1232
C -2.887812 0.058834 -1.750661 -0.61 -0.61 0.18 -0.2754
O 1.564224 -1.043509 -1.437150 0.89 -1.12 0.34 -0.2651
H -2.648011 -2.559207 1.617904 0.11 0.08 0.01 0.1285
N -0.928865 1.129590 -2.665643 -0.79 0.18 -0.90 -0.0051
N -4.122862 -0.276194 -2.016209 0.01 0.44 -0.38 0.1929
S 3.891266 1.918953 4.855171 -0.01 -0.02 -0.09 0.5993
H 1.304063 -4.135604 1.435233 -0.05 -0.04 -0.06 0.1207
C 3.743812 -2.140046 3.669234 0.01 -0.06 -0.04 -0.0441
C -2.272861 1.082156 -2.626300 -0.11 0.48 -0.45 -0.1895
H -1.203071 -1.600002 1.320680 -0.21 -0.20 -0.02 0.0810
C 1.706115 3.761450 -1.060255 0.17 -0.26 0.06 -0.3319
S 2.300136 2.052143 -0.779241 -0.05 0.63 0.18 0.7963
N -5.886136 -1.653610 -1.501600 -0.14 -0.01 -0.12 0.2045
C -0.355784 1.943781 -3.554173 0.13 0.10 -0.15 -0.0994
C 2.528648 -4.161302 3.202429 -0.02 0.00 -0.02 -0.0600
```
Positions in Å, forces in eV/Å.

Energy relative to the best compared isomer or geometry (same formula, charge and spin) ... 0.0 kcal/mol
Charge ... +1
Electronic energy ... -90158.2568 eV
Lowest unoccupied orbital energy ... -3.8 eV

---

Record 4
ORCA calculation (the ωB97M-V functional and the def2-TZVPD basis) on a cluster of 2 separate species, C7H12N in total at a distorted geometry.

```
20
Properties=species:S:1:pos:R:3:forces:R:3:lowdin_charge:R:1
H -4.365791 -0.048474 0.164471 -2.99 1.24 -0.61 0.0444
C 1.130592 -1.070045 0.380840 1.63 0.05 1.57 0.0445
H -1.109533 2.451942 0.427096 0.62 -1.72 0.31 0.1217
H 3.680383 -0.008162 -1.345123 -0.62 -0.77 0.72 0.1293
H -3.719729 -1.583694 0.991993 -0.05 0.32 -0.10 0.0956
C -1.240303 0.222343 -0.128449 -0.80 2.48 -0.13 -0.3127
H 0.354045 -1.316267 1.072092 -0.24 -0.38 0.32 0.1100
N -0.526941 -0.158254 -1.346818 1.66 -0.42 2.34 0.1052
H 4.165048 -0.903601 0.232663 0.73 0.43 -0.92 0.1141
H 0.331320 1.469649 0.752492 2.79 0.11 0.06 0.0101
C -0.686915 1.437286 0.780327 -3.63 -0.19 -2.42 0.0080
H -1.051090 1.274419 1.766276 -0.15 -0.13 0.82 0.0735
C -2.472353 -0.200265 0.021423 1.84 -0.50 0.73 -0.0455
C -3.602450 -0.659823 0.427464 1.53 -1.38 0.52 0.0821
H -1.071903 -0.553698 -2.072653 -0.67 -0.41 -0.75 0.1290
H 0.148167 0.514560 -1.665250 -0.17 0.62 -0.42 0.1297
C 3.530353 -0.133869 -0.247854 0.60 -0.87 1.27 -0.0340
C 2.270667 -0.600817 0.301251 -1.44 0.06 -2.40 -0.0116
H 0.423565 -0.939739 -0.690962 -0.70 0.79 -1.34 0.1212
H 3.812874 0.806514 0.178720 0.07 0.67 0.41 0.0854
```
Positions in Å, forces in eV/Å.

Energy relative to the best compared isomer or geometry (same formula, charge and spin) ... 130.0 kcal/mol
Charge ... +1
Electronic energy ... -8931.3659 eV
Lowest unoccupied orbital energy ... -4.6 eV

---

Record 5
ORCA calculation (the ωB97M-V functional and the def2-TZVPD basis) on a structure of composition C21H37N9O2Ru.

```
70
Properties=species:S:1:pos:R:3:forces:R:3:lowdin_charge:R:1
H 3.181635 -1.368432 2.359288 0.00 0.02 0.03 0.1356
H -5.008697 -0.114406 2.447076 -0.01 0.00 0.00 0.1091
C -2.024258 2.615770 1.409103 0.08 0.05 -0.11 -0.1457
N -2.662591 0.294023 1.077853 -0.18 0.05 0.24 -0.0700
H -3.747318 1.644295 2.293831 -0.01 0.01 -0.02 0.1287
O -0.747501 -2.341089 -2.287469 -0.01 0.05 0.07 0.0627
H -2.215588 1.119165 2.976064 -0.02 0.00 0.01 0.1411
C -2.517740 -3.711243 -1.645971 0.01 0.02 -0.02 0.0816
C 6.123669 -0.318021 3.294849 0.01 0.01 0.01 -0.4174
C -3.892972 -2.975965 0.166257 0.02 -0.01 -0.07 0.0389
N -2.367291 1.702179 -2.541357 0.02 0.15 0.02 -0.1173
O 0.439404 -2.460968 0.118051 0.05 -0.03 -0.01 0.1654
C -1.346346 1.603369 -3.617571 -0.03 -0.03 -0.03 -0.1704
H 4.476382 0.852801 0.688308 0.01 0.03 0.04 0.1169
H 7.889331 -0.474556 2.285603 0.00 0.00 0.00 0.1459
N 4.792473 -0.384427 3.201076 0.03 -0.02 -0.04 0.0939
H 0.005585 0.083685 -4.263549 0.00 -0.01 0.00 0.1332
C -2.710850 1.405799 2.047312 0.02 -0.10 -0.05 -0.1427
C 1.404553 -1.608554 -2.803852 -0.01 0.03 0.02 0.0430
C -3.560030 -3.944347 -0.803243 -0.05 -0.01 0.03 0.0218
H -2.418534 3.553903 1.802502 -0.02 -0.01 0.02 0.1419
C -0.820165 0.203513 -3.559653 0.06 0.05 0.00 -0.2038
H 2.147403 -0.814716 -2.755244 0.00 0.00 0.01 0.0949
H 6.498547 -0.366812 1.284802 0.00 0.00 0.00 0.1199
H 3.093342 1.121427 1.716715 -0.04 -0.01 -0.01 0.1190
H 6.173123 -0.284910 5.339509 0.00 0.00 0.00 0.1398
N 0.453789 1.025416 0.021531 0.03 -0.15 0.12 0.0281
H -1.782498 1.860320 -4.583810 -0.02 0.01 0.01 0.1440
H 2.838729 0.510103 -0.905441 0.00 -0.01 -0.01 0.1223
N -2.242613 -1.499040 -0.758620 0.14 -0.07 0.27 0.0662
H 0.761238 1.400278 -0.872666 0.00 0.00 -0.02 0.0861
C -3.395376 -0.762674 1.217934 0.10 0.02 0.01 -0.2207
C -2.714379 3.130765 -2.253068 -0.02 -0.01 -0.06 -0.1488
C -4.305976 -0.947660 2.382528 0.02 -0.01 -0.01 0.0270
H -3.305000 2.385075 -0.099262 -0.01 0.04 0.00 0.1311
C 0.184617 -1.264096 -1.947216 -0.03 -0.09 -0.05 -0.4779
H -4.097243 -4.882327 -0.837823 0.00 0.00 0.00 0.1383
C 0.567328 -1.415421 -0.456591 0.04 0.05 -0.02 -0.3084
N -0.361417 0.023975 -2.185382 -0.07 -0.03 -0.01 -0.1438
C -3.218710 -1.788053 0.174058 -0.02 0.02 0.03 -0.1839
C 4.043429 -0.796302 2.012935 0.01 -0.01 0.00 -0.1592
N 6.693669 -0.165751 4.486492 0.00 -0.01 0.00 0.2239
H -4.661030 -3.190808 0.891656 0.00 0.00 0.00 0.1222
H 1.839050 -2.547441 -2.463854 0.00 0.00 0.01 0.1132
H 1.061843 -0.479196 1.333068 -0.01 0.00 0.00 0.1516
H -2.162021 -4.443730 -2.356578 0.01 0.01 0.00 0.1479
N -2.290565 2.492399 -0.039887 -0.17 -0.06 0.11 -0.1891
H 0.687688 1.699374 0.744878 -0.05 -0.01 0.01 0.0928
H -3.791677 3.205661 -2.092729 -0.01 -0.01 0.00 0.1374
H -3.725590 -0.955047 3.308089 0.00 0.00 0.00 0.1189
C 1.204588 -0.230557 0.279078 -0.01 0.03 0.03 -0.2629
H -0.554330 2.317500 -3.388804 0.01 -0.01 0.01 0.1309
C -1.836259 -2.478956 -1.551507 0.00 0.00 -0.11 -0.3069
H 4.656599 -1.502177 1.448893 -0.04 -0.02 -0.01 0.1321
C -1.984577 3.571985 -1.000769 0.14 -0.06 0.09 -0.1443
H 7.681961 0.007090 4.574803 0.00 0.00 0.00 0.1429
H -3.206535 1.240431 -2.884767 0.00 -0.03 0.00 0.1380
N 6.888062 -0.396267 2.209669 -0.01 0.00 0.00 0.2323
H -2.337487 4.541615 -0.644648 -0.01 0.01 -0.02 0.1436
C 2.711321 -0.137832 -0.035551 0.01 0.00 -0.05 -0.1347
H -2.470497 3.759285 -3.108669 -0.01 0.00 0.00 0.1395
H 1.099986 -1.742012 -3.839451 0.01 -0.01 0.00 0.1017
H -4.876734 -1.866352 2.333759 0.00 0.00 0.01 0.0838
H -1.601179 -0.510918 -3.853774 -0.02 0.00 0.02 0.1341
H 4.275772 -0.240645 4.053491 0.00 0.02 0.00 0.1626
H 3.068200 -1.125453 -0.343022 0.00 0.01 -0.01 0.1283
C 3.599176 0.361123 1.114258 0.00 -0.01 0.00 -0.1631
Ru -1.722319 0.579018 -0.742529 0.03 0.10 -0.51 1.3305
H -0.906060 3.623917 -1.151355 0.01 0.00 0.01 0.1259
H -0.952536 2.601898 1.580360 0.01 0.04 -0.02 0.1005
```
Positions in Å, forces in eV/Å.

Energy relative to the best compared isomer or geometry (same formula, charge and spin) ... 0.0 kcal/mol
⟨S²⟩ ... 0.76
2S+1 ... 2
Charge ... +3
Electronic energy ... -42443.1346 eV
Lowest unoccupied orbital energy (alpha / beta) ... -8.4 / -8.9 eV

---

- Among the records above, which one has the highest energy relative to the best compared isomer or geometry (same formula, charge and spin)?
  C7H12N

---

- Among the records above, which one has the lowest electronic energy?
  C18H16N8O2S5Y